The following is a quantum chemistry calculation of a 2-piece molecular cluster, C24H29N3O4 overall in a non-equilibrium geometry, from OMol25.

```
60
Properties=species:S:1:pos:R:3:forces:R:3
C -4.5516 -1.5738 -2.3819 0.147 0.046 0.013
C -3.8656 -2.9186 -2.1152 0.856 0.265 -0.333
C -3.2314 -2.9536 -0.7221 -1.765 -0.957 0.691
O -4.0086 -3.3079 0.1574 1.192 0.440 0.002
N -1.8901 -2.6646 -0.4276 -1.003 0.023 -0.545
C -0.9044 -2.1366 -1.2984 1.021 0.349 -0.587
C -0.8859 -1.6504 -2.6210 -0.336 -0.002 -0.138
C 0.3018 -1.1714 -3.1924 -0.261 -0.292 0.742
C 1.4890 -1.1579 -2.4531 0.086 -0.208 0.349
C 1.4911 -1.6054 -1.1301 -0.310 0.071 -0.733
C 0.2951 -2.0808 -0.5863 0.805 0.220 -0.042
C 0.0459 -2.5338 0.7559 0.869 0.142 0.296
C 0.9233 -2.6045 1.8439 -0.611 -0.289 0.387
C 0.4342 -3.0502 3.0848 0.012 0.209 -1.125
C 1.3251 -3.1117 4.2509 -1.255 -0.337 1.817
O 0.9120 -3.3775 5.3760 0.558 0.206 -1.177
C -0.9203 -3.4194 3.1866 -0.159 0.189 -0.812
C -1.7721 -3.3377 2.0779 -0.548 -0.207 0.341
C -1.2952 -2.8778 0.8391 0.124 -0.196 0.889
H -5.0022 -1.5716 -3.3791 0.076 0.029 0.154
H -3.8300 -0.7531 -2.3228 -0.137 -0.001 -0.048
H -5.3412 -1.3943 -1.6446 0.166 -0.053 -0.105
H -4.6203 -3.7095 -2.1690 0.278 0.074 0.430
H -3.1271 -3.1556 -2.8803 0.035 0.156 -0.134
H -1.7760 -1.6043 -3.2324 -0.065 -0.079 0.079
H 0.3035 -0.7906 -4.2104 -0.108 -0.074 0.216
H 2.4005 -0.7733 -2.9028 -0.192 -0.038 0.071
H 2.3990 -1.5685 -0.5352 -0.155 0.012 -0.035
H 1.9596 -2.2990 1.7247 -0.098 -0.029 0.058
H 2.3791 -2.8819 4.1262 0.512 0.121 -0.380
H -1.3187 -3.7668 4.1376 0.165 0.086 -0.203
H -2.8091 -3.6284 2.2024 0.153 0.085 -0.131
C 2.6172 3.8437 2.7094 -0.074 -0.349 -0.244
N 2.9173 2.4671 2.3126 0.065 1.139 0.868
C 2.4825 1.8058 1.2348 0.140 -1.257 -0.899
O 2.8602 0.6526 1.0552 -0.304 0.051 -0.248
C 1.5250 2.4836 0.2367 -0.057 -0.136 -0.386
N 1.6753 1.9089 -1.1171 -0.186 -0.061 2.231
C 1.8983 2.5378 -2.2709 0.317 0.621 -1.328
C 2.0876 4.0413 -2.2900 -0.051 -0.261 0.122
O 1.9635 1.9143 -3.3190 -0.018 -0.222 -0.172
C 0.0606 2.3970 0.7255 -0.603 -0.178 -0.204
C -0.8770 3.2441 -0.1438 0.429 -0.007 0.237
C -0.4895 0.9692 0.7755 0.457 0.210 0.186
H 1.5559 3.9501 2.9384 0.037 0.156 0.013
H 2.8942 4.5403 1.9160 -0.041 0.073 0.088
H 3.1876 4.0981 3.6044 -0.051 -0.126 -0.165
H 3.5385 1.9351 2.9048 -0.118 -0.058 -0.145
H 1.7913 3.5361 0.2099 0.008 0.180 -0.247
H 1.5980 0.9027 -1.1866 0.044 -0.014 0.050
H 2.2898 4.3552 -3.3131 -0.033 -0.150 0.123
H 1.1812 4.5271 -1.9382 0.010 0.218 0.139
H 2.9331 4.3054 -1.6588 0.003 0.230 0.122
H 0.0154 2.8010 1.7362 0.162 0.089 0.195
H -0.5303 4.2766 -0.1680 -0.102 0.151 -0.123
H -1.8824 3.2254 0.2779 0.005 0.016 -0.062
H -0.9161 2.8491 -1.1597 -0.013 0.045 -0.037
H 0.1522 0.3357 1.3867 -0.034 -0.197 -0.045
H -0.5510 0.5578 -0.2310 -0.021 -0.125 -0.049
H -1.4874 0.9698 1.2135 -0.025 0.000 -0.027
```
Positions in Å, forces in eV/Å.

## Properties
charge = 0
HOMO = -8.519 eV
M = 423.51 g mol⁻¹
SMILES = CCC(=O)n1c2ccccc2c2cc(C=O)ccc21.CNC(=O)[C@@H](NC(C)=O)C(C)C
orbital gap = 8.67 eV
2S+1 = 1
energy = -1397.2362 hartree

Atomic partial charges in e from the Löwdin method, atoms 1 to 6: C -0.0870; C -0.1620; C -0.3550; O 0.0754; N 0.1174; C -0.1207